[1]
Computed, not measured: a molecular structure, C3H3GdO2 in a non-equilibrium geometry, with ωB97M-V/def2-TZVPD.

## Properties
* Kohn-Sham gap (alpha / beta): 9.56 / 6.15 eV
* relative energy (zero: lowest compared OMol25 entry of this formula, charge and spin): 0.0 kJ/mol
* spin multiplicity: 8
* E: -1031.52698 hartree
* net charge: +2
* LUMO (alpha / beta): -9.5 / -11.0 eV

The geometry in XYZ format:
```
9
Properties=species:S:1:pos:R:3:forces:R:3
O -1.483 0.570 0.094 -1.3 -0.9 0.5
C 2.473 -0.389 -0.626 1.3 -1.0 -0.2
O 3.308 -1.102 -0.850 -0.9 0.7 0.0
Gd 0.667 1.049 0.762 -1.3 0.1 -0.3
C -2.572 -0.180 0.102 4.8 -0.7 0.6
C -3.806 0.228 -0.241 -2.8 1.5 -0.4
H -2.415 -1.236 0.371 -0.1 0.4 0.0
H -4.622 -0.493 -0.267 0.2 0.1 -0.1
H -4.044 1.284 -0.383 0.1 -0.3 -0.2
```
Positions in Å, forces in eV/Å.

=====

[2]
Computed, not measured: a molecular structure, C3H3HgLiO3 in a non-equilibrium geometry, with ωB97M-V/def2-TZVPD.

## Properties
* Kohn-Sham gap (alpha / beta): 5.12 / 6.93 eV
* relative energy (zero: lowest compared OMol25 entry of this formula, charge and spin): 138.6 kJ/mol
* spin multiplicity: 3
* E: -502.63706 hartree
* LUMO (alpha / beta): -0.8 / -1.2 eV

The geometry in XYZ format:
```
11
Properties=species:S:1:pos:R:3:forces:R:3
C -1.854 -1.337 0.422 0.8 -1.0 0.0
C -0.487 -1.204 0.979 -0.1 0.1 0.5
O 0.259 -0.279 0.065 0.3 -1.1 -0.5
C 1.530 0.095 0.335 0.5 0.7 0.7
O 1.817 0.108 1.554 0.9 -0.1 -0.1
O -2.533 -0.233 0.172 -2.0 -1.8 0.6
H -2.130 -2.268 -0.098 -0.1 0.4 0.3
H 0.069 -2.147 1.023 -0.2 0.2 -0.1
H -0.495 -0.764 1.990 0.1 0.1 -0.4
Hg -1.454 1.289 -0.468 0.9 2.8 -1.0
Li 3.431 0.785 0.770 -1.0 -0.4 0.0
```
Positions in Å, forces in eV/Å.

=====

[3]
Computed, not measured: a molecular structure, C3H3HgO2 in a non-equilibrium geometry, with ωB97M-V/def2-TZVPD.

## Properties
* Kohn-Sham gap (alpha / beta): 6.38 / 9.48 eV
* relative energy (zero: lowest compared OMol25 entry of this formula, charge and spin): 140.0 kJ/mol
* spin multiplicity: 2
* E: -419.86596 hartree
* LUMO (alpha / beta): 0.4 / 0.0 eV

The geometry in XYZ format:
```
9
Properties=species:S:1:pos:R:3:forces:R:3
O 0.350 0.489 1.295 -0.6 0.2 -0.1
O -0.010 -1.387 0.145 -0.3 0.4 -0.7
C 1.207 -0.481 1.738 0.1 -0.5 -0.1
C 1.037 -1.582 1.005 -0.1 0.1 0.8
C -0.404 -0.046 0.243 1.6 -1.0 1.8
H 1.802 -0.279 2.623 -0.1 0.1 -0.5
H -1.922 1.578 -2.567 -0.4 0.1 0.9
Hg -1.533 0.962 -1.052 0.0 0.3 -2.1
H 1.495 -2.565 1.047 -0.2 0.3 -0.1
```
Positions in Å, forces in eV/Å.

=====

[4]
Computed, not measured: a single C3H3IN2O molecule in a non-equilibrium geometry, with ωB97M-V/def2-TZVPD.

## Properties
* Kohn-Sham gap: 8.77 eV
* structure (SMILES): O[C@@]1(I)C=CN=N1
* relative energy (zero: lowest compared OMol25 entry of this formula, charge and spin): 184.5 kJ/mol
* spin multiplicity: 1
* E: -598.46579 hartree
* LUMO: -0.9 eV

The geometry in XYZ format:
```
10
Properties=species:S:1:pos:R:3:forces:R:3
C 0.064 0.290 -0.627 0.5 -1.2 2.6
C -0.604 1.238 0.020 0.7 -0.4 -1.1
C 0.940 -0.390 0.588 -0.5 1.9 -3.5
N -0.259 1.343 1.440 -0.6 0.5 -1.2
N 0.574 0.500 1.746 0.8 -1.8 0.4
O 0.952 -1.742 0.672 -0.2 0.0 1.4
I 2.993 0.077 -0.057 0.1 0.6 0.3
H -0.009 0.075 -1.703 0.4 -0.2 0.9
H -1.215 1.898 -0.565 -0.5 0.7 0.8
H 1.663 -1.968 1.315 -0.7 -0.1 -0.5
```
Positions in Å, forces in eV/Å.

=====

[5]
Computed, not measured: 2 unconnected molecules or ions with the total composition C3H3INO2 in a non-equilibrium geometry, with ωB97M-V/def2-TZVPD.

## Properties
* Kohn-Sham gap: 5.98 eV
* relative energy (zero: lowest compared OMol25 entry of this formula, charge and spin): 86.7 kJ/mol
* spin multiplicity: 1
* E: -619.03622 hartree
* net charge: -1
* LUMO: 3.3 eV

The geometry in XYZ format:
```
10
Properties=species:S:1:pos:R:3:forces:R:3
C -0.095 0.179 -1.765 -1.4 0.1 1.7
C 0.943 -2.684 -0.116 1.1 -1.1 0.8
C 1.538 -0.099 -0.251 2.8 -2.1 -1.4
N 1.147 0.031 -1.481 0.8 -0.1 -1.1
O 1.903 -3.233 0.282 0.4 0.7 -0.1
O -0.166 -2.616 -0.443 -1.3 0.9 -0.7
I 3.775 0.257 0.269 -0.9 -0.1 -0.4
H -0.534 -0.062 -2.717 0.2 0.3 -0.4
H -0.755 0.278 -0.855 -0.1 -0.1 -1.1
H 1.105 0.293 0.568 -1.6 1.6 2.7
```
Positions in Å, forces in eV/Å.

=====

[6]
Computed, not measured: a single C3H3IO molecule in a non-equilibrium geometry, with ωB97M-V/def2-TZVPD.

## Properties
* Kohn-Sham gap (alpha / beta): 8.32 / 5.66 eV
* relative energy (zero: lowest compared OMol25 entry of this formula, charge and spin): 0.0 kJ/mol
* spin multiplicity: 3
* E: -488.85518 hartree
* LUMO (alpha / beta): 0.6 / -3.2 eV

The geometry in XYZ format:
```
8
Properties=species:S:1:pos:R:3:forces:R:3
C 0.099 -0.154 -0.114 -0.1 0.1 -1.6
C -0.989 0.001 0.360 -4.1 -0.3 2.9
C 1.449 0.112 -0.318 1.9 -0.5 -0.3
O -2.078 -0.015 0.999 4.0 1.2 0.3
I -3.798 -0.573 -0.109 -3.1 -1.0 -1.8
H 1.644 1.068 -0.825 -0.1 -0.6 -0.6
H 1.702 0.374 0.681 1.4 -0.1 1.0
H 1.970 -0.814 -0.675 0.0 1.3 0.0
```
Positions in Å, forces in eV/Å.

=====

[7]
Computed, not measured: 2 unconnected molecules or ions with the total composition C3H3IO2 in a non-equilibrium geometry, with ωB97M-V/def2-TZVPD.

## Properties
* Kohn-Sham gap (alpha / beta): 6.71 / 7.71 eV
* relative energy (zero: lowest compared OMol25 entry of this formula, charge and spin): 265.6 kJ/mol
* spin multiplicity: 1
* E: -564.16766 hartree
* LUMO (alpha / beta): -1.1 / -0.4 eV

The geometry in XYZ format:
```
9
Properties=species:S:1:pos:R:3:forces:R:3
C 0.399 0.661 -0.388 -1.7 0.2 1.1
C -1.699 0.035 1.056 0.9 -4.6 0.5
C 1.171 -0.537 -0.664 5.2 -0.3 2.3
O 0.468 1.810 -0.544 0.1 -0.4 -0.1
O -1.916 -1.086 1.467 0.7 4.4 -1.4
I -3.025 1.750 1.092 -0.4 0.4 0.1
H 0.842 -1.191 -1.407 -1.0 -0.7 -1.2
H 1.440 -1.178 0.253 -1.5 1.0 -0.9
H 2.319 -0.263 -0.865 -2.4 0.0 -0.3
```
Positions in Å, forces in eV/Å.

=====

[8]
Computed, not measured: 2 unconnected molecules or ions with the total composition C3H3IO2S in a non-equilibrium geometry, with ωB97M-V/def2-TZVPD.

## Properties
* Kohn-Sham gap (alpha / beta): 7.62 / 7.62 eV
* relative energy (zero: lowest compared OMol25 entry of this formula, charge and spin): 215.5 kJ/mol
* spin multiplicity: 1
* E: -962.39487 hartree
* LUMO (alpha / beta): -0.2 / -0.2 eV

The geometry in XYZ format:
```
10
Properties=species:S:1:pos:R:3:forces:R:3
C 1.090 1.822 -1.267 -0.3 0.1 0.0
C -1.909 -0.603 0.455 5.2 0.0 2.2
C 0.773 -0.994 0.254 1.7 -0.7 -1.6
O 0.464 2.633 -0.742 -0.3 0.5 0.4
O 1.696 1.004 -1.805 0.7 -0.5 -0.6
S -0.678 -1.273 -0.466 -0.7 1.1 1.0
I 1.120 -0.290 2.170 0.0 -0.1 -0.3
H -1.379 -0.338 1.498 -2.2 -0.2 -2.2
H -2.905 -0.827 0.323 -1.9 -0.5 -0.4
H 1.727 -1.135 -0.419 -2.3 0.1 1.5
```
Positions in Å, forces in eV/Å.

=====

[9]
Computed, not measured: 2 unconnected molecules or ions with the total composition C3H3IS in a non-equilibrium geometry, with ωB97M-V/def2-TZVPD.

## Properties
* Kohn-Sham gap (alpha / beta): 8.20 / 7.18 eV
* relative energy (zero: lowest compared OMol25 entry of this formula, charge and spin): 0.0 kJ/mol
* spin multiplicity: 3
* E: -811.82188 hartree
* LUMO (alpha / beta): 0.7 / -2.6 eV

The geometry in XYZ format:
```
8
Properties=species:S:1:pos:R:3:forces:R:3
C -1.998 1.161 -0.696 0.1 0.1 -0.1
C -1.716 0.132 -0.139 0.2 -1.0 0.8
C -1.455 -1.041 0.600 -0.5 1.1 0.0
S -1.233 -2.488 -0.248 0.1 -0.2 0.1
I 4.715 -0.091 -0.050 -0.5 -0.8 0.0
H -2.200 2.088 -1.148 -0.1 0.4 -0.3
H -1.667 -0.985 1.676 0.3 -0.4 -0.5
H 5.554 1.224 0.005 0.5 0.8 0.0
```
Positions in Å, forces in eV/Å.

=====

[10]
Computed, not measured: a molecular structure, C3H3KMgO4 in a non-equilibrium geometry, with ωB97M-V/def2-TZVPD.

## Properties
* Kohn-Sham gap (alpha / beta): 6.50 / 5.63 eV
* relative energy (zero: lowest compared OMol25 entry of this formula, charge and spin): 691.2 kJ/mol
* spin multiplicity: 2
* E: -1216.67531 hartree
* net charge: +1
* LUMO (alpha / beta): -5.3 / -5.8 eV

The geometry in XYZ format:
```
12
Properties=species:S:1:pos:R:3:forces:R:3
O -1.659 -0.844 1.625 1.9 2.0 -2.4
O 0.735 -0.618 -1.213 1.3 -0.3 -1.2
C 1.257 -0.454 -0.059 -5.1 -0.1 0.2
C -0.995 0.755 -0.442 -1.9 1.2 4.2
O 0.778 -1.152 0.884 1.9 -0.6 0.3
O 1.733 0.732 0.179 2.7 2.3 0.8
C -1.357 -0.429 0.423 -2.0 -1.7 0.0
H -1.490 0.898 -1.408 -0.1 -0.9 0.5
H -1.791 -1.107 -0.341 0.2 -0.5 0.3
H -2.014 0.872 0.575 1.1 0.5 -2.4
K 4.370 -0.843 -0.422 -0.5 0.1 0.1
Mg 0.434 2.191 0.199 0.6 -2.0 -0.2
```
Positions in Å, forces in eV/Å.